DFT (ωB97M-V/def2-TZVPD) results for 2 unconnected molecules or ions with the total composition C23H30FN5O3PS at a distorted geometry.

Structure (XYZ):
```
64
Properties=species:S:1:pos:R:3:forces:R:3
C -2.917811 5.876000 4.443291 4.36 -3.92 -4.08
C -2.311390 5.064613 3.592222 -3.34 3.27 3.68
C -1.766231 4.085068 2.456766 -0.68 2.83 0.05
N -1.975132 2.627419 2.707385 0.53 -5.47 0.14
C -2.873762 1.884700 3.587667 0.68 -2.77 -0.62
N -3.838760 2.473601 4.541738 -2.94 0.14 -4.33
C -5.020282 2.678712 3.999827 0.06 -0.78 1.00
S -6.596869 2.809641 3.500415 4.74 -0.19 1.45
C -2.686789 0.311797 3.420182 0.97 5.39 -1.09
C -3.500602 -0.828452 4.204603 0.23 -0.13 -0.47
C -2.587496 -1.979972 4.883698 0.19 -0.28 -0.01
C -1.108302 -1.505606 5.314423 -0.52 -1.16 0.29
F -0.519040 -2.623323 6.075983 -1.08 2.17 -1.29
N -1.656925 0.256060 2.379055 -0.90 3.17 1.20
C -1.119324 -1.018942 1.790206 0.23 -0.82 -0.87
C -1.788473 -1.389694 0.336038 1.23 -0.80 -0.14
C -0.749247 -1.047714 -0.894512 -0.80 -0.33 1.62
C -1.096804 -2.006872 -2.141835 -1.23 0.66 -0.24
N -0.231386 -1.840601 -3.349135 -0.34 1.06 0.69
C 1.202249 -1.555311 -3.020802 0.31 0.38 -0.30
C -0.797392 -0.904957 -4.352334 -1.08 -1.52 -4.74
C -1.062042 0.670642 -4.154896 0.31 0.31 -0.44
O -1.070344 -1.382666 -5.520471 1.31 2.30 5.60
C -1.198827 1.601746 1.956998 -2.98 -1.32 2.12
P 0.136440 2.089774 0.688585 2.75 1.56 1.36
N 1.325299 2.999876 1.336229 -2.63 -1.20 0.30
H -3.062603 6.654127 5.288969 0.12 -1.83 -2.00
H -0.649013 4.375030 2.280637 -1.89 -1.06 0.50
H -2.297738 4.331241 1.450722 0.72 -0.33 1.86
H -4.170205 -0.352258 5.032730 1.36 -0.44 -1.81
H -4.186535 -1.361312 3.429286 1.06 1.11 1.38
H -3.134226 -2.355081 5.832649 0.98 0.67 -1.58
H -2.551021 -2.872095 4.154556 0.20 1.34 1.22
H -0.392270 -1.339034 4.422999 -1.23 -0.10 1.57
H -1.216184 -0.589070 5.998398 0.54 -1.42 -0.97
H 0.031334 -0.896905 1.729837 -1.95 -0.24 -0.07
H -1.314496 -1.918140 2.481593 0.13 1.85 -0.74
H -2.827191 -0.921379 0.186726 1.62 -0.65 0.37
H -1.888988 -2.552908 0.336650 -0.04 2.10 0.06
H -0.876822 0.082841 -1.099032 0.35 -1.90 -0.18
H 0.307478 -1.226360 -0.433768 -1.75 0.25 -1.19
H -2.183641 -1.731695 -2.475423 1.80 -0.55 0.65
H -1.160077 -3.136518 -1.850952 0.46 2.08 -0.24
H 1.577295 -2.264279 -2.173227 -0.69 1.13 -1.77
H 1.324747 -0.462305 -2.637483 0.07 -1.69 -0.60
H 1.824655 -1.683780 -3.990615 -1.15 0.17 2.02
H -1.282928 0.999471 -3.076702 0.34 -0.62 -1.60
H -1.916972 1.015709 -4.869938 1.51 -0.92 1.42
H -0.119989 1.252528 -4.529803 -1.54 -1.19 0.81
H -0.527418 2.814575 -0.377638 -0.09 -1.02 0.48
H 0.824610 0.935811 0.125890 -1.46 0.44 0.18
H 1.096847 3.092241 2.344382 0.66 0.13 -0.63
C 5.172870 -2.378562 -4.867845 0.17 -0.18 -0.16
C 6.373156 -2.620313 -5.397780 -0.38 -0.14 0.04
C 7.505945 -1.695414 -5.183927 0.61 -0.12 -0.28
O 8.600582 -1.913954 -5.668447 -0.45 0.09 0.21
C 7.257749 -0.493999 -4.359381 -0.22 0.26 0.23
C 6.057314 -0.252595 -3.829617 0.29 0.08 -0.04
C 4.925018 -1.177394 -4.043546 -0.24 0.10 0.13
O 3.827214 -0.958280 -3.557651 0.69 0.04 -0.12
H 4.331988 -3.045044 -5.015059 0.00 0.02 0.01
H 6.571517 -3.496029 -6.003441 0.03 0.04 0.01
H 8.098481 0.172475 -4.212149 0.01 -0.04 -0.03
H 5.858757 0.623114 -3.223925 -0.03 -0.03 -0.01
```
Positions in Å, forces in eV/Å.

Output
HOMO = -11.2 eV
maximum force = 7.14 eV/A
charge = +1



DFT (ωB97M-V/def2-TZVPD) results for 2 unconnected molecules or ions with the total composition C25H40BF5N6O7PS at a distorted geometry.

Structure (XYZ):
```
86
Properties=species:S:1:pos:R:3:forces:R:3
C 0.380969 1.258625 -3.222747 -0.85 1.82 2.50
C 0.251713 1.921391 -1.898298 -0.22 -1.51 -2.57
C 1.396704 2.033861 -0.733397 -0.71 -0.01 -0.79
C 1.752842 0.633561 0.039156 1.26 1.43 -0.01
C 2.801432 -0.142316 -0.946706 1.42 -0.83 -0.27
C 3.375345 -1.571096 -0.388869 2.67 -0.64 2.17
N 4.511359 -1.721341 0.408083 -5.36 0.22 -3.37
N 2.684105 1.137291 1.156371 -0.80 -1.07 4.52
C 2.609335 0.222675 2.385291 -4.20 -1.01 -5.64
N 3.449523 0.229062 3.472134 -1.74 0.06 -1.51
S 4.732979 1.427623 3.532587 10.62 -1.92 0.20
O 5.599222 1.501576 2.245472 -4.99 0.01 4.06
O 5.740854 1.098029 4.700939 -5.68 0.95 -3.79
C 4.091286 3.153867 3.888239 -2.13 2.56 3.69
F 2.618157 3.078708 4.171563 4.52 0.24 -1.33
F 4.712303 3.646251 5.172191 -2.11 -1.88 -4.76
C 4.439476 4.268693 2.734964 0.59 3.07 -2.24
F 4.021517 3.900829 1.362209 1.27 0.99 4.96
F 5.911997 4.578046 2.669623 -5.80 -1.23 0.52
F 3.651375 5.506021 3.089699 3.07 -4.49 -1.21
N 1.410451 -0.632369 2.044778 4.72 -1.00 1.58
C 1.453685 -2.102205 2.385465 -0.21 -0.60 2.14
C 0.069427 -2.621170 3.164790 2.30 -3.29 3.26
N 0.247910 -3.586075 4.156200 -1.02 4.43 -4.50
C 0.593366 -0.188524 0.853309 1.15 1.49 -1.81
C -0.004195 -1.282597 -0.207783 -0.82 -0.19 -0.62
C -1.598724 -1.624558 -0.040975 -0.42 -0.79 -1.04
C -2.539103 -0.627980 -0.998185 0.01 -1.96 -1.26
P -4.340572 -0.438215 -0.313147 0.39 4.11 3.23
O -4.256839 0.795006 0.722494 -0.82 -4.23 -3.65
O -4.800615 -1.844071 0.610671 0.10 2.73 -1.71
C -5.923360 -1.572451 1.521564 -1.91 -0.66 1.87
C -5.537160 -1.736906 3.130244 -0.09 0.51 0.01
O -5.348860 -0.110407 -1.697601 1.21 -0.70 3.56
C -6.625600 0.517646 -1.324515 -2.22 1.55 -1.39
C -6.861446 1.867313 -2.283616 0.29 0.37 0.68
B -0.489869 0.859110 1.590819 -2.85 1.18 0.11
O -0.587517 0.822250 3.064088 -0.83 -1.75 -2.48
O -1.384970 1.782127 0.868230 3.21 -1.33 2.89
C -1.766417 2.862735 1.792914 -1.51 1.85 1.08
H -0.085543 1.839020 -4.152211 0.16 -1.88 2.32
H 0.832501 0.201675 -3.440661 0.07 2.54 0.37
H -0.815634 2.395386 -1.650384 2.93 -0.10 -0.86
H 1.064319 2.911931 -0.002392 0.51 -2.11 -1.34
H 2.381791 2.438312 -1.265794 -2.09 -1.10 1.22
H 2.414185 -0.330545 -2.039922 0.41 0.37 2.31
H 3.747588 0.577432 -1.061596 -2.16 -1.55 0.45
H 2.787410 -2.551675 -0.684040 1.04 2.09 0.36
H 4.564347 -2.753900 0.574295 0.17 0.95 -0.16
H 2.298452 2.018511 1.563871 0.64 -0.17 -0.84
H 3.265995 -0.499469 4.214563 0.67 1.41 -0.61
H 2.314042 -2.230805 3.203401 -1.88 0.14 -1.83
H 1.743382 -2.815405 1.504971 -0.71 1.65 1.44
H -1.001882 -2.200341 2.943278 2.24 -1.01 0.38
H 1.257541 -3.834967 4.250076 -0.78 0.34 -0.31
H 0.114073 -0.797712 -1.293542 -0.19 -0.97 2.50
H 0.566496 -2.302336 -0.255281 -0.83 2.09 0.38
H -1.753404 -2.710776 -0.510128 0.33 2.33 1.23
H -1.982772 -1.698042 1.061870 0.78 0.41 -2.04
H -2.657089 -1.193582 -2.042798 0.38 1.23 2.16
H -2.021039 0.391511 -1.245881 -1.47 -1.75 0.92
H -6.407008 -0.512301 1.414696 1.23 -2.08 -0.15
H -6.743368 -2.405261 1.305839 1.76 1.91 0.18
H -4.373952 -1.607874 3.283264 -2.40 -0.38 -0.30
H -5.932057 -2.755991 3.580927 1.08 2.05 -1.10
H -6.079051 -0.871860 3.744973 1.23 -1.84 -1.43
H -7.513661 -0.211498 -1.612432 2.06 1.21 0.97
H -6.686716 0.907642 -0.222997 0.36 -1.13 -2.07
H -8.009401 2.011519 -2.550841 2.51 -0.45 0.63
H -6.516743 2.808372 -1.636199 -0.70 -1.99 -1.65
H -6.227263 1.823477 -3.279648 -1.34 -0.05 2.14
H -1.087007 -0.031854 3.309958 1.21 1.94 -0.31
H -0.838756 3.327594 2.370059 -1.87 -1.10 -1.28
H -2.562109 2.498348 2.591631 1.81 0.59 -1.78
H -2.296338 3.749099 1.203079 1.31 -2.17 0.94
N 1.573631 -1.809701 -5.113169 0.84 -0.04 -0.37
C 2.211654 -0.808914 -5.758695 -0.44 -0.61 0.41
C 3.343565 -0.992097 -6.536749 0.06 -0.23 0.00
C 3.857092 -2.278905 -6.658872 0.02 -0.01 0.00
C 3.223273 -3.330129 -6.004415 0.08 0.23 -0.11
C 2.094446 -3.048227 -5.251957 -0.41 0.71 0.17
H 1.774640 0.177021 -5.629817 0.07 -0.03 -0.07
H 3.813582 -0.151811 -7.035006 -0.07 -0.07 0.05
H 4.743663 -2.461255 -7.259199 -0.12 0.02 0.07
H 3.598906 -4.344319 -6.079149 -0.06 0.10 0.01
H 1.562132 -3.835312 -4.725224 0.07 0.02 -0.07
```
Positions in Å, forces in eV/Å.

Output
HOMO = -11.4 eV
maximum force = 10.79 eV/A
charge = +1



DFT (ωB97M-V/def2-TZVPD) results for a single C4H10N2O3 molecule at a distorted geometry.

Structure (XYZ):
```
19
Properties=species:S:1:pos:R:3:forces:R:3
C -0.273986 -0.324140 -0.312654 -5.15 1.40 -0.14
C 2.410723 -1.336778 -0.052270 -0.66 0.38 -0.44
C -2.454310 1.081024 0.355242 -0.22 0.40 0.36
N 1.932110 -0.113236 0.555857 -2.06 2.33 1.38
N -1.766910 0.271276 -0.639329 1.42 -1.25 -0.15
C 0.466921 0.593747 0.547271 5.15 -1.05 -1.00
O 2.944010 0.881792 0.361847 -0.41 0.11 0.25
O -2.619816 -0.898340 -0.779394 0.53 0.26 -0.50
O 0.361514 1.709425 0.978092 0.05 -1.42 -0.38
H 2.529650 1.704618 0.687456 0.16 -0.39 -0.01
H -2.839499 -0.891030 -1.726954 0.09 -0.01 0.46
H 0.171356 -0.409973 -1.306245 0.18 -0.02 0.35
H -0.409632 -1.288503 0.179047 0.05 -0.01 -0.15
H 3.386436 -1.604081 0.365560 -0.23 0.17 0.04
H 2.512510 -1.203813 -1.136383 0.12 -0.18 -0.08
H 1.704305 -2.147747 0.138650 0.12 0.12 0.07
H -2.583999 0.558623 1.311727 0.20 0.22 0.07
H -3.460450 1.343597 0.006504 0.15 -0.58 -0.31
H -2.010935 2.073540 0.465976 0.52 -0.47 0.19
```
Positions in Å, forces in eV/Å.

Output
energy relative to the best compared isomer or geometry (same formula, charge and spin) = 582.3 kJ/mol
HOMO = -8.4 eV
maximum force = 5.35 eV/A



no.,HOMO-LUMO gap (eV)
1,6.90
2,6.65
3,9.12